[1]
{"formula": "C51H125N7O15", "method": "ωB97M-V/def2-TZVPD", "elements": ["C", "O", "C", "C", "N", "C", "C", "O", "C", "H", "H", "H", "H", "H", "H", "H", "H", "H", "H", "H", "H", "H", "H", "H", "C", "O", "C", "C", "N", "C", "C", "O", "C", "H", "H", "H", "H", "H", "H", "H", "H", "H", "H", "H", "H", "H", "H", "H", "C", "O", "C", "C", "N", "C", "C", "O", "C", "H", "H", "H", "H", "H", "H", "H", "H", "H", "H", "H", "H", "H", "H", "H", "C", "O", "C", "C", "N", "C", "C", "O", "C", "H", "H", "H", "H", "H", "H", "H", "H", "H", "H", "H", "H", "H", "H", "H", "C", "O", "C", "C", "N", "C", "C", "O", "C", "H", "H", "H", "H", "H", "H", "H", "H", "H", "H", "H", "H", "H", "H", "H", "C", "C", "C", "C", "C", "C", "N", "O", "C", "C", "C", "H", "H", "H", "H", "H", "H", "H", "H", "H", "H", "H", "H", "H", "H", "H", "H", "H", "H", "H", "C", "C", "C", "C", "C", "C", "N", "O", "C", "C", "C", "H", "H", "H", "H", "H", "H", "H", "H", "H", "H", "H", "H", "H", "H", "H", "H", "H", "H", "H", "C", "O", "H", "H", "H", "H", "C", "O", "H", "H", "H", "H", "C", "O", "H", "H", "H", "H"], "xyz": [[-1.571, 9.861, -30.319], [-0.646, 10.591, -31.123], [0.636, 10.728, -30.409], [1.617, 11.385, -31.431], [2.852, 11.733, -30.735], [3.893, 12.071, -31.688], [5.083, 12.629, -30.889], [5.926, 11.570, -30.384], [6.981, 12.117, -29.562], [-2.486, 9.854, -30.912], [-1.701, 10.361, -29.359], [-1.224, 8.840, -30.159], [0.974, 9.792, -29.964], [0.493, 11.340, -29.518], [1.167, 12.225, -31.960], [1.929, 10.658, -32.180], [3.224, 10.960, -30.201], [3.599, 12.929, -32.294], [4.218, 11.239, -32.313], [4.783, 13.285, -30.072], [5.661, 13.240, -31.583], [7.333, 13.109, -29.845], [7.906, 11.542, -29.613], [6.718, 12.196, -28.507], [-15.392, -4.621, -29.261], [-14.702, -4.798, -30.480], [-15.028, -5.991, -31.217], [-14.185, -6.058, -32.500], [-12.828, -6.455, -32.052], [-11.855, -6.171, -33.035], [-12.134, -6.927, -34.406], [-13.090, -6.239, -35.233], [-13.120, -6.809, -36.509], [-16.343, -5.152, -29.308], [-15.484, -3.576, -28.964], [-14.836, -5.038, -28.422], [-16.090, -5.937, -31.459], [-14.871, -6.888, -30.617], [-14.065, -5.073, -32.951], [-14.594, -6.735, -33.250], [-12.607, -5.982, -31.188], [-10.938, -6.608, -32.640], [-11.575, -5.133, -33.214], [-12.472, -7.956, -34.283], [-11.173, -7.018, -34.912], [-13.901, -6.281, -37.057], [-13.486, -7.832, -36.427], [-12.217, -6.604, -37.084], [-7.017, 0.716, -29.119], [-8.037, -0.384, -29.070], [-9.325, 0.169, -28.619], [-10.501, -0.837, -28.779], [-10.669, -1.862, -27.748], [-9.487, -2.739, -27.826], [-9.750, -3.854, -26.852], [-10.883, -4.676, -27.251], [-11.043, -5.928, -26.534], [-6.959, 1.284, -28.190], [-7.350, 1.355, -29.937], [-6.028, 0.333, -29.367], [-9.526, 1.021, -29.268], [-9.298, 0.448, -27.566], [-10.446, -1.281, -29.773], [-11.430, -0.303, -28.579], [-11.565, -2.323, -27.808], [-8.621, -2.174, -27.480], [-9.246, -3.132, -28.813], [-9.914, -3.483, -25.840], [-8.854, -4.475, -26.850], [-11.589, -5.838, -25.595], [-10.088, -6.448, -26.462], [-11.639, -6.478, -27.262], [-1.215, 3.766, -33.553], [0.067, 3.753, -32.959], [0.622, 4.990, -32.589], [2.171, 4.816, -32.153], [2.779, 6.119, -31.987], [4.080, 5.998, -31.306], [3.931, 6.110, -29.843], [3.144, 7.259, -29.507], [3.330, 7.813, -28.212], [-1.734, 2.812, -33.458], [-1.226, 4.019, -34.613], [-1.899, 4.452, -33.053], [0.044, 5.504, -31.821], [0.644, 5.603, -33.489], [2.599, 4.072, -32.825], [2.136, 4.294, -31.197], [2.268, 6.742, -31.378], [4.667, 6.862, -31.618], [4.481, 5.025, -31.589], [4.884, 6.333, -29.365], [3.473, 5.204, -29.446], [2.702, 8.703, -28.173], [4.333, 8.239, -28.200], [3.294, 7.109, -27.381], [-11.779, 1.737, -36.321], [-10.869, 2.656, -36.937], [-10.022, 3.412, -36.085], [-10.734, 4.553, -35.388], [-11.431, 5.569, -36.227], [-10.543, 6.248, -37.126], [-11.194, 7.552, -37.658], [-10.233, 8.295, -38.438], [-10.812, 9.590, -38.729], [-12.623, 2.295, -35.916], [-11.458, 1.144, -35.464], [-12.209, 1.045, -37.046], [-9.214, 3.817, -36.694], [-9.692, 2.722, -35.309], [-10.053, 5.093, -34.731], [-11.392, 4.089, -34.653], [-12.267, 5.260, -36.700], [-10.325, 5.630, -37.996], [-9.591, 6.545, -36.685], [-11.414, 8.141, -36.768], [-12.135, 7.291, -38.144], [-10.090, 10.146, -39.328], [-11.118, 10.134, -37.835], [-11.737, 9.473, -39.293], [-2.267, -3.886, -30.821], [-1.881, -4.689, -29.522], [-3.025, -5.675, -29.218], [-2.715, -6.673, -28.097], [-1.461, -7.434, -28.486], [-0.237, -6.563, -28.897], [-0.636, -5.441, -29.806], [0.449, -4.629, -30.193], [0.476, -5.942, -27.594], [0.695, -7.490, -29.613], [-1.756, -3.678, -28.329], [-1.388, -3.353, -31.184], [-3.045, -3.142, -30.649], [-2.675, -4.599, -31.536], [-3.985, -5.228, -28.958], [-3.269, -6.249, -30.112], [-3.561, -7.335, -27.912], [-2.551, -6.166, -27.145], [-1.780, -8.154, -29.240], [-1.231, -8.040, -27.610], [-0.244, -5.920, -26.776], [1.316, -6.597, -27.365], [0.901, -4.955, -27.776], [1.089, -8.251, -28.939], [0.268, -8.027, -30.460], [1.600, -7.025, -30.004], [-0.975, -2.960, -28.575], [-1.535, -4.215, -27.406], [-2.591, -2.993, -28.185], [0.527, -4.800, -31.134], [-5.723, -8.031, -20.622], [-6.468, -8.389, -19.285], [-5.590, -9.459, -18.655], [-5.960, -9.825, -17.175], [-5.852, -8.518, -16.359], [-6.763, -7.374, -16.930], [-6.549, -7.225, -18.380], [-7.303, -6.182, -18.942], [-8.224, -7.646, -16.448], [-6.333, -5.972, -16.311], [-7.801, -8.977, -19.615], [-6.296, -7.357, -21.259], [-5.548, -8.892, -21.267], [-4.753, -7.555, -20.479], [-5.599, -10.457, -19.094], [-4.536, -9.182, -18.629], [-5.238, -10.517, -16.741], [-6.898, -10.372, -17.087], [-4.828, -8.147, -16.316], [-6.095, -8.679, -15.309], [-8.868, -7.033, -17.078], [-8.453, -8.710, -16.506], [-8.336, -7.242, -15.441], [-7.054, -5.168, -16.461], [-6.190, -6.028, -15.232], [-5.461, -5.511, -16.774], [-8.475, -8.226, -20.029], [-8.314, -9.480, -18.796], [-7.738, -9.777, -20.352], [-6.641, -5.501, -19.082], [-10.924, -0.414, -22.377], [-11.504, 0.343, -23.487], [-11.660, -1.118, -21.989], [-9.892, -0.722, -22.543], [-10.712, 0.347, -21.626], [-11.448, -0.197, -24.279], [-16.395, -6.253, -21.406], [-16.770, -7.357, -22.237], [-15.311, -6.156, -21.463], [-16.874, -5.361, -21.810], [-16.799, -6.343, -20.397], [-16.999, -8.048, -21.611], [-16.806, 1.748, -30.246], [-16.322, 1.756, -31.605], [-17.620, 2.455, -30.089], [-17.162, 0.765, -29.938], [-16.087, 2.139, -29.526], [-16.135, 2.653, -31.891]], "smiles": "CC1(C)CCCC(C)(C)N1O.CC1(C)CCCC(C)(C)N1O.COCCNCCOC.COCCNCCOC.COCCNCCOC.COCCNCCOC.COCCNCCOC.CO.CO.CO", "max_force_ev_per_a": 3.61, "e_lumo_ha": 0.0136, "charge": 0, "de_lowest_ev": 5.5194, "gap_ev": 8.60, "homo_energy_ev": -8.2}

***

[2]
{"formula": "C51H126N2O13", "method": "ωB97M-V/def2-TZVPD", "elements": ["C", "C", "C", "C", "C", "C", "N", "O", "C", "C", "C", "H", "H", "H", "H", "H", "H", "H", "H", "H", "H", "H", "H", "H", "H", "H", "H", "H", "H", "H", "C", "C", "C", "C", "C", "C", "N", "O", "C", "C", "C", "H", "H", "H", "H", "H", "H", "H", "H", "H", "H", "H", "H", "H", "H", "H", "H", "H", "H", "H", "C", "C", "C", "O", "H", "H", "H", "H", "H", "H", "H", "H", "C", "C", "C", "O", "H", "H", "H", "H", "H", "H", "H", "H", "C", "C", "C", "O", "H", "H", "H", "H", "H", "H", "H", "H", "C", "C", "C", "O", "H", "H", "H", "H", "H", "H", "H", "H", "C", "C", "C", "O", "H", "H", "H", "H", "H", "H", "H", "H", "C", "C", "C", "O", "H", "H", "H", "H", "H", "H", "H", "H", "C", "C", "C", "O", "H", "H", "H", "H", "H", "H", "H", "H", "C", "C", "C", "O", "H", "H", "H", "H", "H", "H", "H", "H", "C", "C", "C", "O", "H", "H", "H", "H", "H", "H", "H", "H", "C", "C", "C", "O", "H", "H", "H", "H", "H", "H", "H", "H", "C", "C", "C", "O", "H", "H", "H", "H", "H", "H", "H", "H"], "xyz": [[10.615, 27.774, 12.539], [10.359, 26.385, 12.002], [10.100, 25.450, 13.169], [9.506, 24.124, 12.710], [8.216, 24.358, 11.926], [8.406, 25.265, 10.708], [9.172, 26.436, 11.146], [9.407, 27.357, 10.091], [9.096, 24.485, 9.574], [6.986, 25.680, 10.289], [11.641, 25.925, 11.236], [10.835, 28.451, 11.702], [11.531, 27.783, 13.131], [9.737, 28.215, 13.009], [11.046, 25.264, 13.685], [9.423, 25.943, 13.873], [9.386, 23.487, 13.587], [10.220, 23.626, 12.046], [7.479, 24.759, 12.623], [7.928, 23.349, 11.621], [9.672, 23.635, 9.973], [8.393, 23.965, 8.923], [9.846, 25.042, 9.010], [7.008, 26.311, 9.402], [6.413, 24.787, 10.047], [6.524, 26.262, 11.084], [12.530, 26.145, 11.815], [11.659, 26.355, 10.232], [11.498, 24.861, 11.028], [10.023, 26.895, 9.499], [11.850, 30.652, 7.792], [12.825, 29.709, 8.496], [14.103, 29.645, 7.643], [15.254, 29.037, 8.387], [15.530, 29.848, 9.652], [14.294, 30.001, 10.565], [13.102, 30.268, 9.807], [11.956, 30.353, 10.619], [14.239, 28.657, 11.344], [14.613, 31.104, 11.551], [12.186, 28.312, 8.531], [12.225, 31.670, 7.691], [10.930, 30.683, 8.378], [11.627, 30.270, 6.791], [13.847, 29.060, 6.756], [14.314, 30.649, 7.264], [16.221, 29.120, 7.884], [15.074, 27.983, 8.610], [15.949, 30.797, 9.323], [16.235, 29.281, 10.260], [13.219, 28.299, 11.545], [14.772, 27.835, 10.869], [14.650, 28.756, 12.353], [14.618, 32.154, 11.240], [14.115, 31.133, 12.526], [15.665, 30.948, 11.828], [11.804, 28.071, 7.542], [11.311, 28.297, 9.192], [12.880, 27.547, 8.886], [11.829, 29.467, 10.996], [18.416, 27.111, 8.703], [19.780, 26.586, 8.326], [19.777, 25.313, 7.558], [20.499, 27.557, 7.506], [17.650, 26.735, 8.026], [18.348, 28.191, 8.827], [18.146, 26.715, 9.692], [20.397, 26.520, 9.230], [19.330, 25.459, 6.573], [19.298, 24.506, 8.114], [20.801, 24.990, 7.360], [20.741, 28.279, 8.092], [17.037, 27.699, 5.370], [17.107, 29.171, 5.050], [18.067, 29.544, 3.937], [15.767, 29.593, 4.684], [17.944, 27.405, 5.911], [17.110, 27.071, 4.481], [16.192, 27.523, 6.031], [17.361, 29.757, 5.943], [19.094, 29.214, 4.094], [18.037, 30.633, 3.828], [17.756, 29.123, 2.977], [15.842, 30.503, 4.376], [11.953, 33.979, 10.549], [12.810, 34.899, 11.412], [12.363, 36.347, 11.298], [12.667, 34.526, 12.803], [11.000, 34.421, 10.253], [11.791, 32.971, 10.929], [12.483, 33.794, 9.600], [13.850, 34.792, 11.086], [12.753, 36.755, 10.360], [12.751, 37.006, 12.073], [11.274, 36.381, 11.291], [13.228, 33.752, 12.911], [11.057, 32.111, 3.760], [11.475, 30.675, 3.538], [10.702, 29.937, 2.449], [12.878, 30.691, 3.185], [9.969, 32.190, 3.743], [11.404, 32.752, 2.950], [11.467, 32.418, 4.720], [11.410, 30.120, 4.483], [9.691, 29.703, 2.791], [11.185, 28.969, 2.285], [10.643, 30.489, 1.513], [13.119, 29.762, 3.087], [11.270, 30.713, 14.490], [12.665, 30.346, 14.987], [13.772, 30.723, 14.045], [12.939, 30.986, 16.251], [11.133, 31.745, 14.156], [10.571, 30.536, 15.306], [11.072, 30.116, 13.598], [12.613, 29.271, 15.206], [13.719, 31.801, 13.872], [13.699, 30.191, 13.094], [14.751, 30.523, 14.480], [12.763, 30.369, 16.965], [17.122, 33.082, 6.852], [16.058, 33.977, 7.450], [15.624, 33.523, 8.844], [16.510, 35.338, 7.495], [17.343, 33.385, 5.828], [16.817, 32.035, 6.858], [18.032, 33.256, 7.430], [15.122, 34.061, 6.891], [15.069, 32.587, 8.810], [14.964, 34.276, 9.279], [16.484, 33.436, 9.519], [17.165, 35.458, 8.190], [8.605, 27.855, 5.087], [8.762, 28.089, 6.563], [8.423, 29.513, 6.954], [7.919, 27.188, 7.267], [7.545, 27.902, 4.803], [8.913, 26.854, 4.780], [9.059, 28.632, 4.475], [9.792, 27.894, 6.893], [7.382, 29.767, 6.727], [9.142, 30.276, 6.658], [8.363, 29.634, 8.048], [8.237, 27.097, 8.170], [16.217, 33.929, 13.354], [16.986, 35.196, 13.081], [16.645, 36.288, 14.080], [18.373, 34.854, 13.129], [15.149, 34.142, 13.491], [16.432, 33.534, 14.352], [16.291, 33.180, 12.571], [16.740, 35.488, 12.050], [17.118, 36.038, 15.033], [15.569, 36.409, 14.176], [17.102, 37.239, 13.789], [18.883, 35.572, 12.742], [17.844, 29.131, 13.092], [17.823, 29.590, 14.543], [18.302, 28.481, 15.472], [18.716, 30.707, 14.615], [16.972, 28.470, 13.018], [18.772, 28.642, 12.801], [17.650, 29.915, 12.357], [16.807, 29.887, 14.830], [19.331, 28.219, 15.239], [17.623, 27.629, 15.426], [18.235, 28.859, 16.497], [18.907, 30.931, 15.530], [12.606, 26.546, 5.338], [12.615, 25.368, 4.398], [11.794, 25.620, 3.148], [13.978, 25.127, 4.041], [13.040, 26.290, 6.312], [11.609, 26.946, 5.538], [13.229, 27.397, 5.036], [12.224, 24.489, 4.924], [11.863, 24.807, 2.424], [12.113, 26.547, 2.660], [10.726, 25.786, 3.331], [14.094, 24.213, 3.767], [14.628, 25.091, 10.215], [14.071, 23.687, 10.066], [14.005, 23.222, 8.637], [14.990, 22.799, 10.779], [14.650, 25.371, 11.271], [13.894, 25.742, 9.731], [15.655, 25.203, 9.870], [13.131, 23.668, 10.625], [14.929, 23.421, 8.091], [13.184, 23.685, 8.080], [13.862, 22.140, 8.570], [14.519, 21.968, 10.883]], "max_force_ev_per_a": 3.72, "e_lumo_ha": 0.0102, "charge": 0, "de_lowest_ev": 3.1555, "gap_ev": 8.69, "homo_energy_ev": -8.4}

***

charge of number 1 (C51H125N7O15)?
0

***

Look up the charge of the first one.
0